Entry 1:
Below is a 2-piece molecular cluster, Cl2HPS2 overall at a distorted geometry, with properties calculated with the ωB97M-V functional and the def2-TZVPD basis.

CARTESIAN COORDINATES (ANGSTROEM)
P 1.34576 -0.13640 1.35888
S -0.42369 -3.18627 3.06077
S -0.25466 0.94692 1.06958
Cl 2.30894 0.32966 3.05986
Cl 1.63077 -3.23550 2.60509
H -0.02163 -2.03339 3.87903

## Properties
SMILES string: S=PCl.SCl
highest occupied orbital energy: -9.5 eV
lowest unoccupied orbital energy: -1.514 eV

Entry 2:
Below is a 2-piece molecular cluster, CH8N5O overall at a distorted geometry, with properties calculated with the ωB97M-V functional and the def2-TZVPD basis.

CARTESIAN COORDINATES (ANGSTROEM)
C -1.00640 -0.30257 -0.01020
N -1.93227 -1.30400 -0.29341
N -2.63506 1.27120 0.19512
N 3.40733 -0.17114 0.36261
N -1.36554 0.93543 0.26442
N 2.59330 0.61000 -0.23898
O 0.27673 -0.61898 -0.14952
H -2.91591 -1.06967 -0.54008
H -1.75002 -2.30170 -0.26043
H -3.37556 0.64484 0.24767
H -2.74007 2.24910 0.50940
H 4.42005 -0.28084 0.13347
H 2.91092 -1.15501 0.51851
H 0.96276 0.07410 -0.31817
H 3.14974 1.41924 -0.42040

## Properties
highest occupied orbital energy (spin up / spin down): -14.1 / -11.3 eV
total charge: +1
lowest unoccupied orbital energy (spin up / spin down): -3.045 / -6.402 eV

Entry 3:
Below is a 5-piece molecular cluster, C24H44BrF3IN3O11P3S overall at a distorted geometry, with properties calculated with the ωB97M-V functional and the def2-TZVPD basis.

CARTESIAN COORDINATES (ANGSTROEM)
N -1.03781 -5.70416 2.45129
P -2.71563 -5.45938 2.59985
O -2.73453 -4.61118 3.97312
C -2.97711 -3.97322 1.41409
N -1.99145 -3.12267 1.38306
N -2.07607 -2.02869 0.62375
C -0.82997 -1.22407 0.72975
C 0.40999 -2.09039 0.46013
C 1.45650 -1.28471 -0.30360
S 2.69303 -2.32335 -1.13478
C -3.14158 -1.73153 -0.10921
C -3.01461 -0.37154 -0.83632
F -2.05491 -0.45481 -1.74314
F -4.09323 0.02702 -1.42354
F -2.68565 0.56088 0.03876
C -4.24069 -2.64604 -0.17762
P -5.84128 -2.60344 -1.21280
O -5.15208 -2.13268 -2.60322
Br -6.86041 -0.81223 -0.35473
C -4.14514 -3.80361 0.61601
P -5.60048 -5.04758 0.55144
O -4.78311 -6.43552 0.33903
I -6.23517 -5.04270 2.90404
H -0.48699 -4.88168 2.69099
H -0.79030 -5.96296 1.49949
H -2.07039 -3.90482 3.99469
H -0.84488 -0.41352 0.02091
H -0.81868 -0.82319 1.74056
H 0.84294 -2.42173 1.39916
H 0.13127 -2.94528 -0.15602
H 0.99252 -0.67819 -1.08187
H 1.99226 -0.60758 0.35721
H 2.08759 -3.50289 -1.00136
H -5.73249 -1.56699 -3.13397
H -3.85597 -6.30953 0.10355
O 2.07260 1.85918 0.49044
C 2.01405 2.33014 -0.61609
O 3.15338 2.55494 -1.28269
C 3.21170 2.92675 -2.66758
C 2.98239 4.40940 -2.85184
C 0.69288 2.74216 -1.22958
H 2.51882 2.32737 -3.26121
H 4.21652 2.64612 -2.97522
H 1.97687 4.69361 -2.54067
H 3.10870 4.68891 -3.89843
H 3.68716 4.98122 -2.24952
H 0.44959 3.74728 -0.87941
H -0.07429 2.05813 -0.87262
H 0.68130 2.73074 -2.31723
O -0.78238 5.86334 -0.50827
C -0.86529 6.45273 -1.55243
O 0.27508 6.83538 -2.16090
C 0.31066 7.29462 -3.51723
C 0.02176 8.77076 -3.68115
C -2.19790 6.81064 -2.16917
H -0.34772 6.67929 -4.13295
H 1.32915 7.08096 -3.83814
H -0.99063 9.02249 -3.36547
H 0.13673 9.06113 -4.72495
H 0.71291 9.35730 -3.07685
H -2.53895 7.74610 -1.72712
H -2.90765 6.02922 -1.91209
H -2.17961 6.91970 -3.24989
O 5.90451 -5.04393 -2.29612
C 6.71712 -4.40577 -1.68398
O 6.27076 -3.53673 -0.75450
C 7.13141 -2.84720 0.15682
C 7.70400 -1.57987 -0.44198
C 8.19748 -4.49786 -1.97192
H 7.90981 -3.51480 0.52856
H 6.49016 -2.60408 1.00223
H 8.33997 -1.79225 -1.30127
H 8.29899 -1.04729 0.29986
H 6.89757 -0.92729 -0.77610
H 8.42789 -3.82775 -2.79935
H 8.41639 -5.51612 -2.28061
H 8.83613 -4.24845 -1.12885
O -3.13393 -1.36167 7.29596
C -3.46495 -1.06789 6.18770
O -2.50541 -1.06347 5.21760
C -2.80441 -0.97159 3.83216
C -2.95376 0.45438 3.33945
C -4.87132 -0.65712 5.83360
H -3.67485 -1.58847 3.58418
H -1.93882 -1.43486 3.34886
H -3.79945 0.95301 3.81040
H -3.10817 0.47567 2.25768
H -2.05747 1.02760 3.57464
H -5.00076 0.40117 6.05700
H -5.55114 -1.22561 6.46204
H -5.14102 -0.83746 4.79548

## Properties
highest occupied orbital energy: -11.2 eV
total charge: +1
lowest unoccupied orbital energy: -5.166 eV

Number 1: molar mass 167.02 g/mol. Number 2: molar mass 106.11 g/mol. Number 3: molar mass 939.42 g/mol.